1.
145
Properties=species:S:1:pos:R:3 method="wB97M-V/def2-TZVPD" e_tot_ev=-155299.012 spin_multiplicity=3 max_force_ha_per_bohr=0.0448 relative_energy_kj_mol=0.0 e_lumo_ev="0.30 / 0.30" homo_energy_ha="-0.1799 / -0.2363" gap_ev="5.2 / 6.7"
H 3.922 -3.436 -2.857
H -4.280 -2.279 0.671
C -1.155 4.417 -1.497
H -3.290 4.665 2.962
H -6.102 -0.912 -0.398
H -2.215 4.202 -1.524
H 4.675 2.083 2.061
H 2.332 -1.169 2.920
C 2.678 2.745 -3.788
N 0.874 4.702 3.074
H -0.772 -1.288 2.215
H 1.414 -1.527 -5.315
H -2.371 -3.659 1.153
C -2.111 0.247 -2.826
C -3.103 3.645 2.646
H 2.041 3.115 3.738
H -2.948 -0.641 -4.598
P -2.618 -0.624 0.944
C 2.695 -4.669 0.029
H -5.541 -0.049 2.338
O 0.764 2.817 1.747
C -4.412 1.836 -2.860
C -1.730 -1.794 2.086
C 1.625 -1.083 -4.342
H -1.476 6.451 -2.099
H -0.427 -2.603 -5.435
H 3.946 0.866 1.013
C -1.186 -2.518 -3.385
N 0.879 0.393 3.004
C 0.165 5.904 3.450
H -0.234 6.391 2.561
H 0.101 0.286 6.199
H -3.644 2.713 -1.081
H -2.522 -4.076 -2.694
H 2.371 1.782 -4.194
H 0.687 1.004 -5.788
C 3.723 2.923 0.294
H 1.748 -1.898 -3.629
H -2.358 -2.727 -1.560
C 1.626 -0.581 3.491
N 1.403 -0.726 4.809
C -2.422 -2.990 -2.617
H 1.088 3.896 5.008
H -0.566 1.687 3.925
C 3.811 -6.394 -1.239
H -4.890 -1.537 3.034
H 4.633 -5.772 -3.128
H -0.087 -5.496 5.033
C -0.933 -6.468 3.306
C 0.512 -0.104 -3.940
H -0.642 -0.154 -5.781
H 5.013 1.425 -3.424
H -4.945 0.761 -4.643
H -2.519 -1.244 4.054
C 3.696 -4.157 -2.079
H -5.312 2.438 -2.848
C -2.181 2.103 0.988
C 2.560 -1.503 0.359
H 1.790 3.369 -3.688
C -2.279 1.240 -1.839
C -3.079 0.100 -3.822
N 1.955 -4.285 1.166
Si -0.973 1.652 -0.484
H -0.138 4.587 1.261
C -0.100 0.567 -5.166
H 3.335 3.214 -4.523
H 2.587 -0.572 -4.430
H -0.666 5.688 4.133
H -3.702 0.468 3.570
C -2.283 -2.131 3.468
C 1.672 4.071 4.098
H 2.335 -3.476 1.646
H -1.540 -2.708 4.027
H 4.656 2.845 -0.272
H 4.127 -7.425 -1.334
C 4.098 -5.473 -2.237
C -0.265 3.397 -1.130
C 3.121 -5.987 -0.113
H 2.885 -6.697 0.671
C 2.515 -2.295 -0.928
C -0.855 -6.587 1.929
C -1.456 -3.080 1.301
H -0.357 -3.157 -3.054
H 0.951 6.994 -2.122
H 4.037 3.459 -2.288
C 0.610 6.002 -1.851
O 3.353 -1.756 1.272
C 1.114 3.725 -1.179
O 1.731 -0.526 0.406
H -1.030 -2.859 0.321
H -0.790 1.363 -4.887
H 2.580 5.239 -1.615
P -0.649 -0.861 -2.685
H 1.493 -2.227 -1.315
H 2.524 4.706 4.352
C -4.396 -1.215 0.913
H 4.987 1.230 -1.672
H 3.762 0.437 -2.661
C 1.523 5.009 -1.546
H -1.552 -7.210 1.387
C 0.462 0.205 5.190
C -5.086 -0.527 -0.270
C -5.308 -1.094 2.134
H 2.659 4.609 1.199
C -3.341 1.287 2.967
C -0.050 -5.624 3.960
H -2.119 -2.126 -5.334
H 3.127 -1.704 -1.618
H 0.848 6.597 3.942
H -4.541 -0.666 -1.201
C 0.151 0.894 4.062
H -4.031 2.762 4.372
C -3.454 1.999 -1.873
H -1.660 -3.795 -5.050
H -1.682 -7.014 3.860
C 4.357 1.348 -2.555
H -6.254 -1.600 1.923
C -3.528 2.586 3.428
C 3.653 4.345 0.845
Ti 1.056 1.132 0.981
P 2.369 2.401 -0.936
C 2.999 -3.723 -0.952
Cl 2.009 -3.898 4.100
C -0.743 5.698 -1.835
C 3.819 1.873 1.415
C 1.032 -5.044 1.838
C 0.091 -5.875 1.211
C 0.429 4.011 1.986
Cl 0.007 -5.955 -0.520
H 2.929 1.887 2.055
C -4.216 0.890 -3.853
H -3.331 -2.539 -3.017
H -2.125 4.247 0.855
H 0.965 0.681 -3.324
H 1.837 -1.424 5.389
H -5.157 0.547 -0.089
H -0.751 -3.714 1.845
H 4.349 4.450 1.682
H -3.177 -2.752 3.394
C 3.432 2.565 -2.471
H 3.940 5.080 0.093
C -1.353 -2.758 -4.887
C 0.908 -4.943 3.235
C -2.704 1.032 1.755
C -2.437 3.397 1.449

2.
18
Properties=species:S:1:pos:R:3 method="wB97M-V/def2-TZVPD" e_tot_ev=-9360.582 max_force_ha_per_bohr=0.0661 relative_energy_kj_mol=372.0 e_lumo_ev=1.12 homo_energy_ha=-0.3298 gap_ev=10.1
C 1.875 -0.414 -0.082
C 0.972 -1.296 -0.491
N -0.095 1.448 -0.916
H 1.698 1.599 0.878
H 1.341 0.298 1.851
H -2.043 -1.158 -1.096
C 1.235 0.642 0.852
H -0.824 1.343 -1.574
H -0.209 -1.361 1.237
C -0.278 -0.963 0.154
H 2.918 -0.455 -0.358
C -1.796 0.352 0.448
C -0.247 0.496 0.212
H -2.201 0.310 1.509
H -2.447 1.140 -0.063
N -1.767 -1.064 -0.118
H 1.126 -2.207 -1.037
H 0.742 1.291 -1.407

3.
9
Properties=species:S:1:pos:R:3 method="wB97M-V/def2-TZVPD" e_tot_ev=-21088.812 max_force_ha_per_bohr=0.0943 relative_energy_kj_mol=175.3 e_lumo_ev="-1.29 / -2.21" homo_energy_ha="-0.3083 / -0.2856" gap_ev="7.1 / 5.6"
I -0.098 -2.716 1.511
S -1.611 0.679 0.788
H -1.151 -0.693 -1.086
H -0.623 1.241 1.336
C 0.786 0.337 -0.431
H 0.728 1.321 -0.932
H 1.202 -0.342 -1.192
C -0.682 -0.114 -0.358
H 1.449 0.287 0.363

4.
91
Properties=species:S:1:pos:R:3 method="wB97M-V/def2-TZVPD" e_tot_ev=-298370.149 max_force_ha_per_bohr=0.0182 e_lumo_ev=-0.28 smiles="O=NO[Si@](O)(PP(=O)(O)O)P(O)O.ClCCCl.ClCCCl.ClCCCl.ClCCCl.ClCCCl.ClCCCl.ClCCCl.ClCCCl.ClCCCl" homo_energy_ha=-0.2893 gap_ev=7.6
H -0.718 4.422 -6.007
H -1.923 5.725 -7.657
O 3.755 0.128 -6.663
Cl -1.860 0.851 1.229
H -3.725 -0.254 0.299
Cl -3.161 2.209 5.888
O -0.420 -1.262 -6.317
C -0.171 4.796 -6.871
H 2.226 1.844 -4.974
Cl -0.744 2.998 9.978
H 2.781 -3.091 -5.696
C 3.504 0.230 5.987
Cl 0.468 -1.635 -1.393
Cl 2.881 -2.374 6.507
H -0.183 0.189 6.729
Cl 4.392 1.991 -2.545
H -6.545 -1.432 8.060
H -7.048 -3.126 8.176
H -1.693 1.937 7.701
Cl -4.716 -2.891 8.348
C 3.800 3.578 -2.012
H -0.854 2.457 6.235
C -3.575 0.356 1.187
C 1.003 -4.957 -8.766
O 3.257 1.694 -8.079
H -5.034 -0.571 2.448
Cl -2.253 -0.833 7.143
C -1.182 0.351 6.343
C -6.327 -2.444 7.727
C -6.394 -2.574 6.226
Cl -0.341 5.863 -9.383
H -1.185 0.132 5.276
H 1.721 3.059 -2.283
H -0.303 -5.635 -10.338
C -3.961 -0.387 2.437
H 1.784 -5.349 -8.119
C -1.598 1.768 6.633
O 3.780 -2.359 -1.977
H 4.233 0.929 5.581
O 1.915 0.952 -4.753
O 1.245 -1.763 -8.183
Cl -2.891 5.318 8.763
H 3.787 3.570 -0.923
Cl 0.104 -7.530 -9.001
C 2.410 3.867 -2.518
H 1.919 -2.312 1.020
H -2.130 3.409 11.826
H 0.653 -3.052 2.010
Cl 2.368 4.107 -4.291
P 4.275 -2.023 -3.456
C 3.933 -1.185 5.698
Cl 1.932 0.613 5.231
C -1.899 3.972 10.924
C -1.132 5.061 -8.001
Cl -5.377 -1.374 5.395
Si 2.343 -0.230 -5.795
Cl 1.349 -4.470 0.272
H -3.695 0.172 3.328
H -3.892 4.726 10.801
P 0.636 -0.466 -7.300
H 5.238 -3.439 -4.722
H 2.889 -2.012 -1.818
Cl -0.333 -4.403 -7.732
H -0.970 -2.746 0.104
C -0.079 -2.137 0.233
Cl -3.159 -1.977 2.530
H 1.370 -6.199 -10.458
H -1.402 4.897 11.204
P 2.480 -2.157 -4.689
C -3.167 4.237 10.152
H 2.199 -1.633 -8.256
H 1.381 -4.077 -9.283
H 4.943 -1.341 6.071
C 0.990 -2.877 0.990
Cl 1.036 3.559 -7.299
N 3.860 1.498 -7.107
H -7.417 -2.424 5.883
H -0.350 -1.230 0.769
O 5.000 -0.750 -3.596
H -0.575 -2.157 -6.646
H -4.167 1.265 1.092
H 3.408 0.406 7.055
H -3.600 3.314 9.774
H -6.059 -3.559 5.911
H -1.579 4.139 -8.363
H 0.364 5.697 -6.582
H 4.505 4.334 -2.348
C 0.554 -5.986 -9.769
H 3.915 -1.394 4.632
O 5.160 -3.328 -3.770
H 2.039 4.787 -2.071